No. 1
{"formula": "C16H31IN4O2Rh", "method": "ωB97M-V/def2-TZVPD", "total_charge": 3, "energy_ha": -1405.01250, "species": ["Rh", "O", "C", "C", "C", "C", "C", "C", "C", "C", "N", "H", "H", "H", "H", "H", "H", "H", "H", "H", "H", "H", "C", "N", "C", "C", "C", "N", "C", "C", "H", "H", "H", "H", "H", "H", "H", "H", "H", "H", "H", "H", "H", "H", "H", "H", "N", "C", "O", "C", "I", "H", "H", "H", "H"], "coordinates": [[0.123, 0.018, -0.001], [-0.549, 1.304, 1.635], [-1.808, 0.871, 2.274], [-3.012, 1.451, 1.567], [-2.907, 1.244, 0.055], [-2.994, -0.211, -0.262], [-4.203, -0.869, -0.411], [-4.219, -2.233, -0.646], [-3.015, -2.929, -0.710], [-1.844, -2.232, -0.553], [-1.823, -0.892, -0.328], [-0.573, 2.272, 1.610], [-1.797, 1.168, 3.322], [-1.778, -0.215, 2.223], [-3.115, 2.520, 1.769], [-3.898, 0.960, 1.976], [-1.946, 1.613, -0.313], [-3.689, 1.808, -0.452], [-5.124, -0.303, -0.352], [-5.159, -2.753, -0.776], [-2.988, -3.997, -0.877], [-0.889, -2.735, -0.588], [1.264, 2.770, -0.248], [1.597, 1.403, -0.714], [1.691, 1.392, -2.190], [2.857, 0.888, -0.124], [2.644, 0.502, 1.293], [1.597, -0.546, 1.413], [1.103, -0.612, 2.806], [2.030, -1.881, 0.931], [2.091, 3.442, -0.486], [1.111, 2.790, 0.825], [0.377, 3.128, -0.768], [2.443, 2.119, -2.505], [0.733, 1.685, -2.619], [1.980, 0.414, -2.545], [3.646, 1.646, -0.163], [3.200, 0.050, -0.730], [2.346, 1.346, 1.913], [3.591, 0.137, 1.702], [1.946, -0.845, 3.461], [0.360, -1.402, 2.905], [0.686, 0.336, 3.110], [2.948, -2.173, 1.449], [2.220, -1.862, -0.135], [1.260, -2.615, 1.159], [-0.262, -0.942, -3.619], [0.467, -1.604, -2.748], [0.644, -1.212, -1.555], [1.156, -2.853, -3.192], [-0.217, -4.294, -3.949], [-0.742, -0.092, -3.371], [-0.380, -1.284, -4.565], [1.682, -3.307, -2.360], [1.858, -2.629, -3.995]], "forces_ev_per_a": [[-0.41, 1.20, -0.27], [-0.25, -0.49, -0.28], [-0.28, -0.07, 0.26], [0.29, 0.21, -0.14], [-0.32, -0.07, 0.00], [0.33, -0.23, -0.03], [0.02, 0.04, -0.10], [-0.05, -0.05, 0.03], [-0.02, -0.03, -0.03], [-0.18, 0.19, 0.12], [0.20, -0.34, 0.31], [0.11, -0.02, -0.32], [0.23, 0.05, 0.00], [-0.04, -0.01, 0.03], [0.04, -0.03, 0.14], [-0.06, 0.07, -0.04], [-0.09, 0.25, -0.09], [-0.01, -0.06, -0.04], [0.00, -0.01, -0.03], [0.00, 0.00, 0.01], [0.00, 0.01, -0.01], [0.01, -0.02, 0.00], [0.14, 0.12, -0.15], [-0.40, -0.95, 0.81], [-0.05, 0.31, -0.09], [0.53, 0.39, -0.32], [0.45, -0.13, 0.54], [-0.71, 0.36, -1.35], [-0.02, -0.34, 0.21], [0.42, -0.18, 0.29], [0.00, 0.00, -0.03], [0.17, 0.03, 0.03], [-0.05, -0.05, 0.03], [-0.03, 0.04, 0.04], [0.00, 0.04, 0.02], [0.09, -0.01, 0.02], [-0.07, 0.06, -0.15], [-0.08, -0.05, 0.01], [-0.08, 0.00, -0.03], [-0.12, -0.13, 0.13], [0.05, -0.10, -0.09], [0.02, -0.02, -0.06], [0.10, 0.06, 0.02], [-0.06, 0.04, 0.11], [0.04, 0.03, 0.04], [-0.06, 0.05, -0.03], [0.04, 0.16, 0.08], [-0.30, 0.21, -0.09], [0.51, -0.35, 0.43], [0.08, -0.06, 0.03], [-0.07, -0.04, 0.00], [-0.05, -0.02, -0.01], [-0.06, -0.09, 0.04], [0.05, 0.06, 0.02], [0.00, 0.00, -0.01]]}



No. 2
{"formula": "C16H31IrN9O3S2Se", "method": "ωB97M-V/def2-TZVPD", "total_charge": 1, "spin_multiplicity": 5, "energy_ha": -4648.52546, "s2": 6.024, "species": ["Ir", "C", "N", "C", "C", "N", "N", "C", "N", "N", "H", "H", "H", "H", "H", "H", "H", "H", "H", "H", "H", "O", "N", "O", "O", "S", "C", "C", "C", "C", "H", "H", "H", "H", "H", "H", "H", "H", "S", "C", "C", "C", "N", "C", "C", "N", "C", "C", "H", "H", "H", "H", "H", "H", "H", "H", "H", "H", "H", "H", "Se", "C", "N"], "coordinates": [[-0.239, 0.141, -0.007], [4.677, 0.672, -2.461], [3.303, 1.074, -2.220], [2.747, 2.149, -3.035], [2.509, 0.486, -1.306], [1.396, 1.008, -0.916], [2.951, -0.746, -0.831], [2.425, -1.486, 0.203], [3.218, -2.504, 0.616], [1.262, -1.232, 0.688], [5.233, 1.538, -2.812], [4.750, -0.112, -3.219], [5.157, 0.348, -1.538], [3.377, 2.271, -3.913], [2.729, 3.099, -2.493], [1.738, 1.892, -3.364], [1.223, 1.933, -1.291], [3.725, -1.159, -1.326], [4.189, -2.548, 0.361], [2.920, -3.093, 1.374], [1.025, -1.806, 1.487], [-0.238, -0.003, -2.360], [-0.799, 0.964, -2.964], [-1.656, 1.784, -1.985], [0.622, 2.143, 1.393], [0.022, 3.485, 1.769], [-0.943, 3.229, 3.272], [0.067, 3.141, 4.409], [0.996, 4.328, 4.186], [1.372, 4.294, 2.705], [-1.558, 2.359, 3.094], [-1.590, 4.099, 3.369], [0.624, 2.202, 4.324], [-0.416, 3.158, 5.387], [1.885, 4.303, 4.817], [0.463, 5.253, 4.410], [2.223, 3.642, 2.507], [1.564, 5.273, 2.273], [-2.752, 2.162, 0.284], [-1.618, 1.458, -0.709], [-2.473, -1.730, -2.178], [-3.330, -2.961, -2.572], [-3.416, -3.910, -1.471], [-2.074, -4.352, -1.131], [-1.162, -3.144, -0.769], [-1.935, -1.899, -0.813], [-3.079, -2.042, 0.108], [-3.991, -3.213, -0.335], [-3.050, -0.807, -2.188], [-1.637, -1.604, -2.855], [-2.893, -3.474, -3.430], [-4.341, -2.661, -2.847], [-1.667, -4.899, -1.982], [-2.144, -5.048, -0.292], [-0.328, -3.041, -1.463], [-0.756, -3.249, 0.239], [-3.605, -1.088, 0.137], [-2.687, -2.243, 1.100], [-4.978, -2.851, -0.626], [-4.128, -3.925, 0.480], [-2.053, -0.432, 4.402], [-1.573, -0.330, 2.716], [-1.280, -0.298, 1.591]], "forces_ev_per_a": [[-0.02, -0.13, -0.28], [0.14, 0.03, 0.01], [-0.10, -0.05, 0.02], [0.02, 0.06, -0.02], [0.01, -0.12, -0.04], [0.28, 0.38, 0.06], [0.08, 0.18, -0.18], [-0.04, 0.03, 0.00], [-0.06, 0.06, -0.08], [-0.40, 0.15, -0.04], [0.01, -0.03, -0.01], [0.02, -0.02, 0.00], [0.01, 0.00, -0.01], [-0.05, 0.00, -0.01], [0.00, 0.00, -0.02], [0.04, 0.02, -0.01], [0.12, -0.14, 0.11], [-0.11, 0.02, 0.01], [0.00, 0.06, 0.07], [-0.03, -0.02, -0.01], [-0.08, 0.07, 0.08], [-0.94, 0.96, -1.05], [1.10, -1.46, 0.16], [-0.48, -0.01, 2.12], [-0.06, 0.03, 0.17], [0.31, 0.04, 0.13], [0.18, 0.13, 0.00], [0.00, -0.21, 0.03], [-0.12, 0.04, -0.08], [0.05, 0.10, -0.05], [-0.12, -0.29, 0.14], [-0.08, 0.14, 0.04], [-0.09, 0.03, 0.04], [-0.01, 0.00, -0.09], [0.00, -0.05, -0.02], [0.01, 0.04, 0.02], [-0.02, 0.00, -0.02], [0.02, 0.05, -0.01], [-0.19, 0.04, 0.21], [0.68, -0.16, -1.94], [0.10, -0.03, -0.01], [-0.03, -0.03, -0.20], [0.07, 0.11, -0.09], [0.15, -0.15, 0.02], [0.08, -0.07, 0.05], [-0.11, -0.04, -0.03], [0.10, 0.03, 0.17], [-0.22, 0.00, 0.14], [-0.09, 0.08, -0.05], [-0.01, -0.01, -0.05], [0.00, 0.03, -0.02], [-0.02, 0.01, -0.03], [0.02, -0.02, 0.01], [0.02, 0.01, -0.01], [0.06, -0.03, -0.06], [0.02, -0.01, 0.02], [-0.08, 0.02, 0.03], [0.03, 0.09, 0.11], [-0.02, -0.01, 0.03], [0.00, 0.05, 0.01], [0.02, 0.05, -0.07], [-0.38, -0.19, 1.32], [0.17, 0.13, -0.76]]}



No. 3
{"formula": "C16H31N2O4S", "method": "ωB97M-V/def2-TZVPD", "total_charge": 1, "energy_ha": -1436.55687, "species": ["O", "C", "N", "C", "C", "C", "S", "O", "O", "O", "C", "H", "H", "H", "H", "H", "H", "H", "C", "C", "C", "C", "N", "C", "C", "C", "C", "C", "C", "C", "H", "H", "H", "H", "H", "H", "H", "H", "H", "H", "H", "H", "H", "H", "H", "H", "H", "H", "H", "H", "H", "H", "H", "H"], "coordinates": [[2.765, -2.880, 4.716], [3.245, -3.516, 3.738], [3.478, -4.087, 2.589], [2.243, -4.111, 1.718], [1.102, -5.146, 2.281], [-0.409, -4.624, 2.064], [-0.670, -2.838, 2.485], [-1.098, -2.687, 3.941], [-1.766, -2.305, 1.593], [0.805, -2.050, 2.346], [1.668, -2.653, 1.343], [2.592, -4.585, 0.713], [1.185, -6.157, 1.711], [1.279, -5.387, 3.405], [-0.766, -4.805, 0.990], [-1.084, -5.259, 2.750], [2.591, -1.987, 1.100], [1.102, -2.767, 0.332], [0.163, 1.065, 1.860], [-0.919, 1.914, 1.212], [-1.742, 1.173, 0.159], [-1.061, 0.667, -1.106], [-0.425, 1.688, -2.063], [0.968, 2.149, -1.645], [1.879, 0.967, -1.919], [1.281, 0.257, -3.122], [-0.070, 0.908, -3.371], [-1.370, 2.830, -2.471], [-1.404, 4.066, -1.564], [-2.732, 4.284, -0.834], [0.847, 0.638, 1.123], [0.752, 1.678, 2.548], [-0.280, 0.250, 2.435], [-0.478, 2.826, 0.805], [-1.602, 2.252, 1.998], [-2.614, 1.766, -0.121], [-2.170, 0.291, 0.654], [-1.831, 0.157, -1.694], [-0.305, -0.081, -0.860], [1.234, 2.999, -2.280], [0.979, 2.451, -0.601], [1.901, 0.287, -1.061], [2.910, 1.281, -2.094], [1.172, -0.814, -2.927], [1.920, 0.354, -4.003], [-0.871, 0.205, -3.606], [0.023, 1.634, -4.182], [-2.354, 2.385, -2.637], [-1.008, 3.181, -3.442], [-1.282, 4.936, -2.222], [-0.568, 4.125, -0.866], [-3.578, 3.872, -1.386], [-2.910, 5.355, -0.698], [-2.717, 3.850, 0.167]], "forces_ev_per_a": [[3.85, -4.18, -5.63], [-3.54, 2.04, 0.70], [-1.39, 2.34, 4.48], [-0.74, -0.95, -1.12], [0.04, -0.08, 0.21], [0.79, -1.30, -0.28], [-4.84, 1.55, 3.51], [2.43, -0.74, -4.38], [3.79, -1.14, 0.95], [-0.83, -1.75, -0.73], [1.01, -0.98, -1.78], [-0.44, 1.10, 1.74], [-0.09, 1.84, 1.04], [-0.29, 0.65, -1.98], [0.57, 0.65, 1.52], [0.84, 1.52, -0.91], [-1.81, -0.81, 0.90], [0.73, 0.19, 1.69], [0.00, 0.12, 0.19], [0.02, 0.10, 0.05], [-0.26, 0.27, 0.16], [-0.14, -0.03, 0.12], [0.11, -0.38, -1.15], [-0.22, 0.02, 0.17], [0.29, -0.13, 0.44], [0.03, -0.68, -0.33], [-0.13, 0.25, 0.28], [0.72, 0.04, 0.09], [-0.58, 0.46, -0.12], [0.10, 0.19, 0.46], [0.05, -0.07, 0.02], [-0.01, -0.14, -0.06], [0.09, 0.06, -0.12], [-0.06, 0.05, -0.03], [0.00, -0.04, -0.15], [0.07, 0.05, -0.07], [0.18, -0.10, -0.25], [0.19, 0.13, -0.04], [0.12, 0.20, -0.15], [-0.21, -0.06, 0.08], [-0.13, 0.06, -0.10], [0.03, 0.19, -0.02], [-0.18, 0.10, 0.08], [0.03, 0.14, -0.05], [-0.18, 0.00, 0.07], [0.04, 0.22, 0.10], [-0.21, 0.03, 0.29], [0.10, 0.00, 0.20], [0.03, -0.38, 0.14], [0.14, -0.27, 0.01], [-0.02, -0.19, -0.10], [0.03, 0.04, 0.00], [-0.01, -0.17, -0.05], [-0.12, -0.05, -0.08]]}



No. 4
{"formula": "C16H31N4O6", "method": "ωB97M-V/def2-TZVPD", "total_charge": 1, "energy_ha": -1298.54544, "species": ["N", "C", "C", "C", "C", "C", "C", "C", "N", "C", "N", "N", "H", "H", "H", "H", "H", "H", "H", "H", "H", "H", "H", "H", "H", "H", "H", "H", "H", "H", "H", "C", "C", "C", "O", "C", "O", "O", "H", "H", "H", "H", "H", "H", "C", "C", "C", "O", "C", "O", "O", "H", "H", "H", "H", "H", "H"], "coordinates": [[-2.272, 1.287, 2.843], [-0.840, 1.434, 2.620], [-0.541, 2.020, 1.245], [0.952, 2.339, 1.078], [1.565, 2.104, -0.309], [1.179, 0.788, -0.983], [1.249, -0.418, -0.076], [0.528, -1.624, -0.660], [1.086, -2.702, 0.190], [2.346, -2.342, 0.433], [3.298, -3.173, 0.956], [2.596, -1.056, 0.125], [-2.607, 0.418, 2.442], [-2.445, 1.182, 3.836], [-0.291, 0.480, 2.715], [-0.433, 2.088, 3.394], [-1.144, 2.920, 1.132], [-0.895, 1.309, 0.492], [1.533, 1.804, 1.838], [1.088, 3.395, 1.312], [2.654, 2.116, -0.197], [1.340, 2.925, -0.987], [0.150, 0.842, -1.343], [1.788, 0.629, -1.872], [0.838, -0.238, 0.922], [-0.553, -1.556, -0.688], [0.923, -1.801, -1.667], [0.957, -3.666, -0.093], [3.184, -3.557, 1.878], [4.082, -3.464, 0.399], [3.176, -0.639, 0.848], [-7.094, -0.300, 3.104], [-5.990, -1.189, 3.607], [-6.206, -1.844, 4.957], [-4.862, -2.002, 5.432], [-4.106, -1.045, 4.857], [-2.984, -0.788, 5.166], [-4.794, -0.419, 3.876], [-6.737, 0.315, 2.279], [-7.927, -0.907, 2.748], [-7.452, 0.362, 3.893], [-5.723, -1.944, 2.861], [-6.696, -2.812, 4.921], [-6.739, -1.179, 5.642], [5.560, 1.110, -6.507], [4.506, 0.651, -5.538], [3.332, -0.116, -6.117], [2.283, 0.194, -5.188], [2.562, 1.406, -4.646], [1.797, 2.048, -3.997], [3.819, 1.779, -4.952], [6.199, 1.857, -6.039], [6.179, 0.266, -6.811], [5.108, 1.554, -7.394], [4.951, 0.085, -4.713], [3.473, -1.192, -6.165], [3.048, 0.268, -7.099]], "forces_ev_per_a": [[0.13, -0.07, 0.15], [0.00, -0.08, -0.05], [0.04, -0.06, 0.12], [-0.15, 0.21, -0.11], [0.32, -0.17, 0.11], [0.00, 0.21, 0.12], [-0.29, -0.38, -0.53], [0.33, 0.02, -0.13], [0.57, -0.04, -0.71], [0.12, 0.09, 0.09], [-0.19, 0.09, 0.04], [-0.69, -0.33, 1.16], [-0.05, 0.09, -0.09], [-0.07, -0.01, -0.03], [0.03, 0.02, 0.09], [-0.02, 0.07, -0.03], [-0.02, -0.01, -0.13], [-0.03, 0.06, -0.04], [-0.04, -0.12, -0.03], [0.15, 0.00, 0.11], [0.04, 0.11, -0.02], [-0.14, -0.02, -0.07], [-0.03, 0.04, 0.00], [0.04, -0.06, -0.02], [0.04, 0.23, -0.03], [-0.04, -0.10, 0.31], [-0.30, 0.11, -0.14], [-0.19, -0.04, 0.39], [-0.19, -0.31, -0.16], [0.20, 0.29, 0.11], [0.46, 0.22, -0.54], [0.01, 0.09, 0.06], [-0.07, 0.02, 0.02], [-0.04, 0.03, -0.01], [0.01, 0.04, 0.03], [0.08, 0.02, 0.07], [-0.07, -0.02, -0.04], [0.05, -0.14, -0.03], [-0.01, -0.04, -0.04], [-0.01, 0.01, 0.02], [0.01, 0.00, 0.00], [0.00, 0.02, -0.02], [0.07, -0.04, -0.02], [-0.04, -0.02, -0.02], [-0.05, 0.09, -0.06], [-0.02, -0.08, -0.02], [0.03, 0.02, -0.06], [0.00, 0.03, 0.04], [-0.07, 0.13, -0.11], [0.06, -0.17, 0.09], [0.00, -0.02, 0.08], [0.03, -0.04, 0.02], [-0.01, 0.00, -0.02], [0.00, 0.01, 0.01], [0.03, 0.03, 0.00], [-0.02, -0.01, 0.07], [0.04, -0.03, -0.02]]}



Q: Number 3 is which compound?
A: C16H31N2O4S